18
Properties=species:S:1:pos:R:3 method="wB97M-V/def2-TZVPD" de_lowest_kj_mol=136.00 fmax_ev_per_a=0.5 homo_lumo_gap_ev=10.006 smiles="CC(N)=O.C=CN=C"
O 0.38229 -2.32719 0.90618
N -2.44582 1.60838 0.15361
N 2.21138 -1.12202 0.36712
C -0.04580 1.66501 -0.06779
C -2.78721 2.40957 1.06288
C -1.16260 1.02719 0.24966
C 1.01666 -2.26689 -1.40699
C 1.15328 -1.92730 0.05822
H -3.76528 2.88177 1.01025
H -1.18009 -0.03258 0.48220
H 2.72985 -0.68687 -0.37568
H 0.90837 1.17903 0.06500
H 0.74935 -1.36894 -1.96248
H 0.23281 -3.00807 -1.51798
H 1.95026 -2.66778 -1.80251
H 2.25030 -0.72444 1.29030
H -2.13765 2.67217 1.90148
H -0.06011 2.68896 -0.41345